ORCA calculation (ωB97M-V with the def2-TZVPD basis set) on a molecular structure, C41H86BBrN7O4S in a non-equilibrium geometry.

Each line ends with the Löwdin spin population.
Positions of all 141 atoms, in Å:
C1 3.172 6.367 6.130  0.000
C2 2.112 6.169 5.030  0.000
C3 2.341 7.061 3.808  0.000
C4 1.532 6.640 2.567  0.000
C5 2.300 6.839 1.247  0.000
C6 2.852 5.523 0.685  0.000
C7 1.869 4.820 -0.251  0.000
C8 2.448 3.545 -0.875  0.000
N1 2.016 2.308 -0.181  0.000
C9 1.183 1.475 -0.820  0.000
N2 -0.011 1.957 -1.314  0.000
N3 1.533 0.223 -1.028  0.000
B1 0.560 -0.937 -0.703  0.000
O1 -0.050 -1.537 -1.776  0.000
N4 0.289 -1.274 0.653  0.001
C10 -0.020 -2.691 0.873  0.001
C11 -0.771 -0.362 1.131  0.001
C12 3.007 0.032 -1.047  0.000
C13 3.348 -1.252 -1.812  0.000
C14 2.939 -2.610 -1.205  0.000
C15 4.039 -3.679 -1.116  0.000
C16 4.895 -3.851 -2.368  0.000
C17 6.058 -4.838 -2.149  0.000
C18 7.366 -4.358 -2.782  0.000
C19 3.761 0.452 0.243  0.000
Br1 3.871 -0.939 1.628  0.000
C20 5.162 1.052 -0.032  0.000
C21 6.393 0.251 -0.535  0.000
O2 6.237 -1.148 -0.380  0.000
C22 6.787 0.602 -1.975  0.000
N5 7.322 1.973 -2.002  0.000
C23 2.927 1.680 0.802  0.000
S1 1.979 1.237 2.274  0.000
H1 3.931 7.088 5.819  0.000
H2 2.730 6.737 7.055  0.000
H3 3.682 5.432 6.368  0.000
H4 1.127 6.398 5.446  0.000
H5 2.099 5.125 4.704  0.000
H6 3.407 7.031 3.551  0.000
H7 2.089 8.094 4.060  0.000
H8 0.618 7.238 2.526  0.000
H9 1.251 5.586 2.679  0.000
H10 1.625 7.263 0.496  0.000
H11 3.123 7.541 1.392  0.000
H12 3.784 5.702 0.137  0.000
H13 3.091 4.844 1.515  0.000
H14 0.996 4.517 0.336  0.000
H15 1.532 5.508 -1.029  0.000
H16 2.139 3.473 -1.916  0.000
H17 3.538 3.576 -0.812  0.000
H18 -0.140 2.038 -2.307  0.000
H19 -0.776 2.219 -0.712  0.000
H20 0.415 -2.276 -2.184  0.000
H21 -1.094 -2.897 0.807  0.001
H22 0.328 -2.996 1.863  0.000
H23 0.469 -3.327 0.134  0.000
H24 -0.913 0.459 0.430  0.001
H25 -1.727 -0.879 1.212  0.000
H26 -0.542 0.096 2.095  0.000
H27 3.346 0.840 -1.711  0.000
H28 2.863 -1.155 -2.789  0.000
H29 4.410 -1.226 -2.026  0.000
H30 2.149 -3.045 -1.831  0.000
H31 2.494 -2.500 -0.215  0.000
H32 4.658 -3.523 -0.232  0.000
H33 3.523 -4.632 -0.949  0.000
H34 5.330 -2.901 -2.684  0.000
H35 4.261 -4.244 -3.170  0.000
H36 5.796 -5.832 -2.514  0.000
H37 6.215 -4.932 -1.068  0.000
H38 7.816 -3.577 -2.161  0.000
H39 7.181 -3.916 -3.765  0.000
H40 8.089 -5.165 -2.894  0.000
H41 4.996 1.839 -0.782  0.000
H42 5.447 1.581 0.879  0.000
H43 7.240 0.599 0.064  0.000
H44 7.089 -1.528 -0.134  0.000
H45 7.580 -0.088 -2.267  0.000
H46 5.936 0.488 -2.658  0.000
H47 6.589 2.632 -2.241  0.000
H48 7.983 2.060 -2.766  0.000
H49 3.609 2.467 1.120  0.000
H50 1.529 2.448 2.643  0.000
C24 -4.709 -7.275 -1.067  0.003
C25 -3.618 -6.417 -0.386  0.026
C26 -4.187 -5.601 0.782  0.018
C27 -5.047 -4.416 0.354  0.001
C28 -4.268 -3.517 -0.603  0.016
C29 -3.728 -4.270 -1.822  0.026
N6 -2.963 -5.481 -1.360  0.389
O3 -1.767 -5.182 -1.007  0.509
C30 -4.889 -4.617 -2.763  0.003
C31 -2.767 -3.384 -2.599  -0.001
C32 -2.569 -7.381 0.156  -0.001
H51 -5.601 -7.347 -0.444  0.000
H52 -5.011 -6.902 -2.037  0.001
H53 -4.339 -8.285 -1.236  0.000
H54 -3.352 -5.226 1.382  0.002
H55 -4.755 -6.277 1.424  0.002
H56 -5.977 -4.761 -0.106  0.000
H57 -5.336 -3.843 1.238  0.001
H58 -4.894 -2.695 -0.961  0.002
H59 -3.430 -3.065 -0.061  0.002
H60 -4.562 -5.296 -3.552  0.001
H61 -5.237 -3.698 -3.235  0.000
H62 -5.745 -5.057 -2.258  0.000
H63 -1.975 -3.012 -1.958  -0.001
H64 -3.310 -2.525 -2.998  0.000
H65 -2.313 -3.920 -3.434  0.000
H66 -2.069 -7.907 -0.657  0.000
H67 -3.078 -8.115 0.782  0.000
H68 -1.815 -6.876 0.754  0.000
C33 -6.161 0.206 0.319  0.003
C34 -5.206 0.996 1.243  0.027
C35 -5.965 1.998 2.122  0.018
C36 -6.473 3.223 1.371  0.001
C37 -5.324 3.914 0.643  0.016
C38 -4.567 2.974 -0.298  0.027
N7 -4.158 1.735 0.457  0.395
O4 -3.091 1.930 1.142  0.501
C39 -5.435 2.661 -1.524  0.003
C40 -3.302 3.648 -0.819  -0.001
C41 -4.522 -0.028 2.141  -0.001
H69 -7.197 0.311 0.641  0.000
H70 -6.105 0.502 -0.721  0.001
H71 -5.912 -0.855 0.343  0.000
H72 -5.298 2.330 2.924  0.002
H73 -6.791 1.469 2.602  0.002
H74 -7.266 2.944 0.672  0.000
H75 -6.921 3.920 2.081  0.001
H76 -5.692 4.759 0.056  0.002
H77 -4.626 4.319 1.382  0.002
H78 -4.994 1.864 -2.124  0.001
H79 -5.494 3.555 -2.145  0.000
H80 -6.455 2.384 -1.275  0.000
H81 -2.670 4.009 -0.011  0.000
H82 -3.588 4.498 -1.438  0.000
H83 -2.725 2.955 -1.437  0.000
H84 -3.897 -0.701 1.552  0.000
H85 -5.298 -0.620 2.629  0.000
H86 -3.909 0.437 2.909  0.000

The calculated total energy is -144079.742 eV. As for the multiplicity: 3. As for the net charge: +1. As for the lowest unoccupied orbital energy (spin up / spin down): -2.44 / -2.44 eV. Its HOMO energy (spin up / spin down) is -9.849 / -10.989 eV.



ORCA calculation (ωB97M-V with the def2-TZVPD basis set) on 4 unconnected molecules or ions with the total composition C41H87ClF2N5O4P2S in a non-equilibrium geometry.

Each line ends with the Mulliken charge.
Positions of all 143 atoms, in Å:
C1 0.445 -2.089 4.942  -0.985
C2 0.064 -1.176 3.787  1.151
N1 -0.296 -1.631 2.346  0.525
P1 1.074 -2.733 2.113  1.299
C3 0.975 -4.508 2.577  -0.531
C4 2.794 -2.260 2.706  -1.087
C5 -1.662 -2.277 2.485  -0.920
C6 -2.459 -2.949 1.259  -0.788
C7 -1.960 -4.269 0.482  -0.941
N2 -2.967 -4.400 -0.697  -0.689
N3 -0.642 -4.293 -0.199  -0.030
N4 -2.301 -5.545 1.289  -0.265
O1 -1.706 -3.425 3.413  0.630
C8 -2.664 -3.470 4.445  -0.453
C9 -2.518 -4.921 5.256  -0.719
C10 -0.994 -5.523 5.255  -0.325
C11 -2.773 -1.111 2.957  -0.914
C12 -2.874 0.158 1.924  0.549
C13 -4.062 1.180 2.317  -1.094
C14 -5.492 0.553 2.810  -0.002
C15 -6.157 -0.552 1.766  -0.854
Cl1 -5.542 0.017 4.600  -0.181
C16 -1.332 0.795 1.710  0.885
C17 -1.621 1.786 0.382  -1.571
C18 -0.480 2.911 0.054  0.899
C19 -0.720 3.338 -1.549  -0.905
F1 -0.762 4.209 0.780  -0.450
C20 -1.125 1.861 2.877  -0.236
C21 0.292 2.579 3.249  -1.084
F2 -1.653 1.503 4.259  -0.441
C22 -0.225 -0.409 1.375  0.524
N5 1.090 0.148 1.766  -0.329
C23 2.070 0.405 0.952  0.214
S1 3.372 0.349 -0.189  -0.022
P2 -0.066 -0.874 -0.462  0.703
O2 0.332 0.317 -1.483  -0.664
O3 -1.503 -1.385 -1.311  -0.519
O4 1.176 -2.004 -0.915  -0.416
H1 -0.350 -2.551 5.688  0.235
H2 1.580 -2.336 5.212  0.209
H3 0.256 -0.089 4.145  -0.521
H4 1.267 -4.634 3.729  -0.394
H5 -0.002 -5.123 2.436  -0.050
H6 1.825 -5.124 2.004  0.520
H7 3.437 -1.888 1.779  0.286
H8 3.424 -3.163 3.167  0.316
H9 2.831 -1.414 3.537  0.318
H10 -2.989 -2.247 0.488  0.408
H11 -3.450 -3.407 1.780  0.466
H12 -2.803 -3.640 -1.392  0.256
H13 -3.905 -4.301 -0.251  0.352
H14 -0.131 -5.221 -0.121  0.297
H15 -0.654 -3.968 -1.198  0.242
H16 -1.902 -6.330 0.706  0.355
H17 -3.333 -5.686 1.331  0.360
H18 -3.794 -3.462 4.062  0.124
H19 -2.613 -2.641 5.294  0.348
H20 -3.183 -5.681 4.621  0.277
H21 -2.977 -4.804 6.329  0.381
H22 -0.721 -6.075 4.261  0.071
H23 -0.961 -6.338 6.127  0.362
H24 -0.149 -4.753 5.505  -0.037
H25 -3.856 -1.614 2.885  -0.094
H26 -2.665 -0.780 4.066  0.162
H27 -3.146 -0.153 0.801  0.441
H28 -4.384 1.748 1.312  0.364
H29 -3.834 2.036 3.076  0.126
H30 -6.257 1.472 2.769  0.456
H31 -6.012 -0.280 0.634  0.234
H32 -5.861 -1.671 2.029  0.161
H33 -7.334 -0.497 1.960  0.388
H34 -2.006 1.176 -0.556  0.208
H35 -2.532 2.537 0.585  0.490
H36 0.626 2.576 0.117  0.014
H37 -1.672 2.817 -1.991  0.311
H38 -0.887 4.516 -1.644  0.035
H39 0.225 3.008 -2.156  0.235
H40 -1.834 2.804 2.626  0.462
H41 0.050 3.650 3.714  0.321
H42 0.890 2.011 4.112  0.281
H43 1.050 2.713 2.370  0.181
H44 -1.202 -1.678 -2.239  0.470
H45 1.122 -2.171 -1.903  0.428
C24 0.610 7.187 -1.543  -1.265
C25 -0.427 7.496 -2.612  -0.654
C26 0.075 7.248 -4.037  -0.378
C27 1.264 8.110 -4.476  -0.233
C28 1.045 9.624 -4.399  -0.530
C29 -0.071 10.119 -5.307  -1.122
H46 1.485 7.837 -1.630  0.413
H47 0.180 7.339 -0.548  0.370
H48 0.943 6.147 -1.612  0.236
H49 -0.772 8.530 -2.502  0.397
H50 -1.304 6.861 -2.439  0.346
H51 -0.758 7.397 -4.733  0.283
H52 0.361 6.193 -4.132  0.348
H53 1.521 7.842 -5.508  -0.068
H54 2.143 7.853 -3.872  0.331
H55 1.977 10.122 -4.691  0.408
H56 0.842 9.929 -3.368  0.251
H57 0.129 9.854 -6.350  0.224
H58 -0.150 11.208 -5.244  0.379
H59 -1.040 9.699 -5.023  0.292
C30 -0.414 5.862 -8.544  -0.961
C31 0.817 4.968 -8.520  -0.458
C32 2.095 5.704 -8.109  -0.227
C33 2.533 6.838 -9.044  -0.570
C34 2.767 6.436 -10.502  -0.519
C35 3.886 5.419 -10.676  -1.190
H60 -0.319 6.659 -9.287  0.291
H61 -1.300 5.273 -8.799  0.378
H62 -0.583 6.320 -7.564  0.080
H63 0.946 4.494 -9.499  0.285
H64 0.641 4.155 -7.806  0.350
H65 2.907 4.973 -8.020  0.355
H66 1.955 6.122 -7.104  -0.061
H67 3.455 7.276 -8.644  0.414
H68 1.785 7.640 -9.018  0.280
H69 3.027 7.337 -11.070  0.365
H70 1.846 6.047 -10.945  0.247
H71 4.827 5.803 -10.270  0.288
H72 4.037 5.206 -11.738  0.380
H73 3.653 4.474 -10.177  0.278
C36 4.060 -10.956 4.602  -1.213
C37 2.822 -10.199 5.059  -0.485
C38 2.446 -9.035 4.137  -0.424
C39 3.491 -7.918 4.028  -0.260
C40 3.888 -7.256 5.350  -0.568
C41 2.731 -6.554 6.045  -0.378
H74 4.948 -10.318 4.610  0.279
H75 4.250 -11.801 5.272  0.385
H76 3.925 -11.351 3.591  0.292
H77 2.965 -9.845 6.085  0.234
H78 1.979 -10.900 5.091  0.386
H79 1.495 -8.612 4.479  0.136
H80 2.256 -9.429 3.131  0.400
H81 3.102 -7.150 3.349  -0.043
H82 4.395 -8.312 3.548  0.360
H83 4.668 -6.514 5.142  0.353
H84 4.333 -7.990 6.028  0.306
H85 2.292 -5.790 5.396  -0.317
H86 3.083 -6.063 6.957  0.441
H87 1.944 -7.259 6.330  0.264

The calculated total energy is -106914.963 eV. As for the net charge: +1. As for the lowest unoccupied orbital energy: -4.69 eV. Its HOMO energy is -10.307 eV.